A structure of composition C25H37Br43FO2P at a distorted geometry, computed with ωB97M-V with the def2-TZVPD basis set.

```
! wB97M-V def2-TZVPD RIJCOSX def2/J DEFGRID3
* xyz 0 1
C 0.10804 -1.91165 0.54674
C 1.08122 -1.94259 -0.62539
C 1.21708 -0.54256 -1.25115
C 2.49766 0.22480 -0.91579
C 3.16461 -0.16242 0.41976
P 4.31467 1.13811 0.97231
C 4.95971 2.30422 -0.25591
F 5.61931 0.09999 0.58924
C 5.04778 1.22615 2.65753
C 4.69268 0.03050 3.49875
O 4.64918 -1.10847 3.07540
Br 4.30951 0.36056 5.38613
O 3.09453 2.27756 1.33512
C 2.28151 2.06416 2.47310
C 0.91876 2.71429 2.26949
C 0.32775 2.52874 0.88492
H 0.42440 -1.22715 1.33098
H -0.86054 -1.54229 0.21159
H -0.06789 -2.89539 0.97298
H 2.03658 -2.38851 -0.37989
H 0.62292 -2.59985 -1.37392
H 1.20524 -0.65452 -2.32896
H 0.31770 0.01385 -1.00207
H 2.34314 1.29714 -0.97273
H 3.23168 -0.02144 -1.68126
H 2.44307 -0.45534 1.17308
H 3.76948 -1.03619 0.21381
H 5.53948 1.80467 -1.01691
H 4.13643 2.83689 -0.71760
H 5.54151 3.05077 0.27780
H 6.12370 1.14377 2.51367
H 4.87972 2.16796 3.16349
H 2.18832 1.01099 2.75182
H 2.72830 2.57297 3.32789
H 0.23401 2.40731 3.05010
H 1.07188 3.78380 2.42297
H 0.94950 2.95835 0.11135
H -0.62234 3.06216 0.84958
H 0.08746 1.48879 0.68070
C -2.43822 0.80671 4.84136
Br -4.18331 0.00983 4.99558
Br -1.38734 -0.06676 3.48786
Br -2.53739 2.70544 4.52751
H -1.93513 0.65554 5.78385
C -6.56172 4.87858 6.02011
Br -5.86854 3.14636 5.55182
Br -5.97141 5.42287 7.76819
Br -6.12872 6.19494 4.68355
H -7.63713 4.80105 6.05442
C 3.11781 1.44666 8.89869
Br 3.60095 3.17674 9.58347
Br 2.98209 0.13734 10.29861
Br 1.51051 1.53021 7.84682
H 3.91423 1.13090 8.24220
C 6.73368 -6.07326 3.06977
Br 8.59176 -5.88566 3.52816
Br 6.50273 -6.97932 1.39211
Br 5.73851 -6.92570 4.47846
H 6.33481 -5.07972 2.95431
C 1.76324 6.24503 5.01803
Br 3.30161 5.15212 4.63877
Br 1.45743 7.55232 3.64332
Br 0.20919 5.16103 5.33420
H 1.97235 6.78176 5.93014
C 3.22900 -5.95145 -1.94700
Br 2.07590 -4.89872 -3.08963
Br 4.30719 -7.14496 -2.99728
Br 4.34406 -4.94055 -0.75334
H 2.58509 -6.56593 -1.33478
C -6.05729 7.44786 11.74044
Br -5.38527 5.70036 11.29906
Br -5.44820 8.02290 13.47046
Br -5.63125 8.72892 10.37218
H -7.13244 7.37408 11.78689
C 1.67926 -10.51463 -1.66460
Br 0.63413 -9.32090 -2.75286
Br 2.68648 -11.75340 -2.73445
Br 2.81462 -9.53774 -0.46099
H 0.99247 -11.09039 -1.06449
C -0.07201 -2.15870 -5.31807
Br 0.26377 -3.84099 -6.18439
Br -0.76323 -2.40790 -3.54089
Br 1.47183 -1.02044 -5.34500
H -0.84048 -1.65774 -5.88535
C -4.32237 -2.40831 -7.02560
Br -3.10921 -0.92658 -7.24767
Br -4.42811 -3.47439 -8.61797
Br -3.91059 -3.47977 -5.48028
H -5.30020 -1.98279 -6.86161
C 0.41246 2.47549 -7.49974
Br 2.14494 3.02548 -6.86819
Br 0.54885 1.12578 -8.86084
Br -0.71954 1.90820 -6.05523
H -0.03643 3.34722 -7.95466
C -8.29293 -1.96244 -8.56884
Br -7.06724 -0.48587 -8.73133
Br -8.34802 -3.02399 -10.16905
Br -7.89901 -3.03410 -7.02177
H -9.27767 -1.54592 -8.42564
C 1.71993 6.14980 -9.45086
Br -0.08182 5.50971 -9.21240
Br 2.67554 5.08042 -10.72716
Br 1.74516 8.01408 -9.91104
H 2.22069 6.04180 -8.50073
C -10.90364 -5.43583 -4.65770
Br -11.88939 -4.65030 -6.11021
Br -9.51557 -6.60516 -5.29414
Br -10.21476 -4.09619 -3.46107
H -11.59444 -6.04114 -4.09221
*
```

M = 3855.41 u
LUMO = -0.008 Ha
HOMO energy = -9.917 eV
Orbital gap = 9.71 eV